1.
The following is a DFT calculation (ωB97M-V/def2-TZVPD) of C26H30N6OSTa as an isolated structure in a non-equilibrium geometry.

HOMO ... -17.157 eV
DFT total energy ... -1866.77086 hartree
Energy relative to the best compared isomer or geometry (same formula, charge and spin) ... 2.822 eV
Total charge ... +3
Kohn-Sham gap ... 6.216 eV

Each line ends with the natural charge from an NBO analysis.
Atoms and positions in Å:
Ta 0.27 -0.61 1.35  2.13
S -0.81 -2.51 2.55  0.01
C -1.36 -3.30 1.09  0.04
C -2.06 -4.50 1.08  -0.23
C -2.40 -5.03 -0.15  -0.09
C -2.05 -4.34 -1.31  -0.23
C -1.36 -3.14 -1.19  0.06
N -1.02 -2.63 -0.01  -0.50
H -2.31 -4.99 2.01  0.26
H -2.93 -5.97 -0.21  0.26
H -2.30 -4.72 -2.28  0.26
H -1.06 -2.58 -2.06  0.22
C 4.30 -0.50 2.13  -0.68
C 3.29 -0.77 3.18  0.45
N 1.95 -0.82 3.07  -0.63
C 1.48 -1.10 4.34  -0.12
C 2.53 -1.21 5.20  -0.02
N 3.64 -1.00 4.45  -0.47
H 3.85 -0.25 1.18  0.25
H 4.93 -1.38 2.00  0.27
H 4.95 0.32 2.45  0.26
H 0.44 -1.22 4.56  0.22
H 2.56 -1.42 6.25  0.27
H 4.60 -1.01 4.80  0.46
N -0.05 1.53 3.01  -0.65
N -1.41 1.04 3.22  -0.66
H 0.45 1.66 3.90  0.41
H -0.11 2.46 2.58  0.41
H -2.05 1.81 3.44  0.40
H -1.42 0.45 4.05  0.39
C -2.89 5.12 -3.89  -0.68
C -2.65 3.98 -3.00  0.25
C -3.62 2.98 -2.81  -0.26
C -3.41 1.89 -1.99  0.16
C -4.48 0.86 -1.88  -0.67
C -2.14 1.77 -1.28  -0.13
C -1.95 0.67 -0.45  0.36
O -0.91 0.31 0.23  -0.76
C -1.15 2.81 -1.49  0.12
C 0.20 2.73 -0.86  -0.64
C -1.42 3.86 -2.32  -0.25
H -3.90 5.14 -4.29  0.26
H -2.18 5.11 -4.72  0.28
H -2.69 6.06 -3.37  0.28
H -4.56 3.07 -3.33  0.25
H -5.34 1.15 -2.49  0.26
H -4.82 0.75 -0.85  0.24
H -4.14 -0.11 -2.24  0.24
H -2.80 -0.02 -0.34  0.21
H 0.81 2.08 -1.48  0.25
H 0.16 2.34 0.15  0.18
H 0.66 3.71 -0.85  0.26
H -0.67 4.62 -2.47  0.24
N 5.68 -1.62 -3.92  -0.15
C 4.89 -1.53 -3.10  0.20
C 3.88 -1.38 -2.11  -0.08
C 3.56 -0.10 -1.65  -0.15
C 2.57 0.06 -0.71  -0.23
C 1.84 -1.03 -0.22  -0.48
C 2.18 -2.30 -0.68  -0.12
C 3.20 -2.48 -1.60  -0.17
H 4.11 0.75 -2.04  0.26
H 2.37 1.06 -0.33  0.22
H 1.64 -3.17 -0.33  0.22
H 3.46 -3.48 -1.94  0.26

---

2.
The following is a DFT calculation (ωB97M-V/def2-TZVPD) of a single C6H11N molecule.

HOMO ... -9.311 eV
DFT total energy ... -289.90020 hartree
Energy relative to the best compared isomer or geometry (same formula, charge and spin) ... 1.945 eV
Kohn-Sham gap ... 10.419 eV

Each line ends with the natural charge from an NBO analysis.
Atoms and positions in Å:
H -0.05 -1.83 -1.60  0.34
N -0.51 -0.92 -1.58  -0.64
C -0.92 -0.76 -0.39  0.16
C -0.97 0.56 0.32  -0.27
C -1.36 1.79 -0.50  -0.61
C 0.54 0.58 0.78  -0.43
C 1.19 -0.79 0.93  -0.19
C 1.88 -1.41 -0.02  -0.41
H -0.83 -1.56 0.35  0.15
H -1.63 0.48 1.19  0.21
H -1.21 2.71 0.07  0.21
H -0.77 1.84 -1.42  0.22
H -2.42 1.74 -0.79  0.22
H 0.64 1.14 1.71  0.22
H 1.09 1.11 -0.01  0.22
H 0.98 -1.34 1.86  0.20
H 2.11 -0.92 -0.97  0.20
H 2.24 -2.43 0.09  0.20

---

3.
The following is a DFT calculation (ωB97M-V/def2-TZVPD) of C30H30BF2N7S3Sc as an isolated structure in a non-equilibrium geometry.

HOMO ... -10.610 eV
DFT total energy ... -3724.39559 hartree
Energy relative to the best compared isomer or geometry (same formula, charge and spin) ... 0.828 eV
Total charge ... +1
Kohn-Sham gap ... 7.964 eV

Each line ends with the Löwdin charge.
Atoms and positions in Å:
Sc 0.87 -0.91 -1.63  0.91
C 3.93 -3.20 -0.23  -0.04
C 2.46 -3.05 0.08  -0.29
C 2.04 -2.36 1.22  -0.05
C 0.70 -2.30 1.57  -0.28
C 0.24 -1.61 2.83  -0.03
C -0.23 -2.99 0.80  -0.02
C 0.16 -3.77 -0.28  -0.29
C -0.78 -4.73 -0.92  -0.04
C 1.51 -3.74 -0.68  -0.07
H 4.32 -4.05 0.33  0.10
H 4.49 -2.32 0.08  0.08
H 4.09 -3.39 -1.28  0.08
H 2.80 -1.95 1.88  0.13
H -0.05 -2.37 3.56  0.10
H -0.64 -0.99 2.63  0.08
H 1.02 -1.00 3.27  0.08
H -1.27 -3.01 1.12  0.13
H -0.64 -5.71 -0.47  0.10
H -0.59 -4.83 -1.99  0.06
H -1.82 -4.44 -0.77  0.09
H 1.83 -4.38 -1.49  0.12
S 0.41 -2.72 -3.58  0.68
C -1.10 -2.32 -2.93  -1.12
N -1.20 -1.53 -1.86  -0.10
C -2.52 -1.37 -1.50  -0.31
C -2.98 -0.61 -0.43  -0.02
C -4.34 -0.59 -0.18  -0.07
C -5.23 -1.30 -0.97  -0.07
C -4.80 -2.04 -2.05  -0.07
C -3.44 -2.07 -2.30  -0.45
S -2.60 -2.92 -3.57  1.09
H -2.27 -0.05 0.16  0.10
H -4.71 0.01 0.65  0.10
H -6.28 -1.29 -0.73  0.11
H -5.49 -2.58 -2.68  0.12
S 5.26 0.46 -2.72  1.11
C 4.69 -0.80 -3.73  -0.34
C 3.58 -1.37 -3.21  -0.25
N 3.17 -0.83 -2.02  -0.12
C 3.97 0.13 -1.65  -0.45
H 5.19 -1.04 -4.65  0.08
H 3.04 -2.19 -3.64  0.08
H 3.85 0.68 -0.73  0.08
C -0.39 2.73 -1.31  0.01
C 0.51 2.22 -0.24  -0.33
N 0.90 0.95 -0.11  0.05
C 1.75 0.94 0.97  -0.13
C 1.89 2.19 1.47  -0.01
N 1.09 3.00 0.70  0.00
C 0.89 4.41 0.96  -0.06
N 0.19 4.61 2.19  -0.06
N 0.73 5.36 3.18  0.05
N -0.05 5.44 4.16  0.08
C -1.19 4.73 3.89  -0.22
C -2.34 4.52 4.64  0.00
C -3.32 3.73 4.08  -0.07
C -3.15 3.14 2.83  -0.07
C -2.03 3.34 2.06  -0.01
C -1.05 4.17 2.60  -0.15
H -1.04 1.94 -1.67  0.09
H 0.21 3.10 -2.15  0.10
H -1.00 3.56 -0.96  0.08
H 2.20 0.03 1.30  0.08
H 2.45 2.57 2.29  0.14
H 0.36 4.86 0.12  0.14
H 1.86 4.91 1.09  0.15
H -2.45 4.97 5.61  0.12
H -4.24 3.56 4.62  0.11
H -3.93 2.50 2.44  0.10
H -1.92 2.89 1.08  0.09
F -0.23 0.96 -4.13  0.13
B 0.80 0.67 -3.32  -0.65
F 1.85 1.42 -3.74  0.11

---

4.
The following is a DFT calculation (ωB97M-V/def2-TZVPD) of C40H38GaI2N3O4P2Te as an isolated structure in a non-equilibrium geometry.

HOMO ... -13.422 eV
DFT total energy ... -5482.87940 hartree
Total charge ... +2
Kohn-Sham gap ... 7.781 eV

Each line ends with the Löwdin charge.
Atoms and positions in Å:
Ga 1.25 0.69 0.33  0.04
O 0.35 -0.92 0.75  -0.35
P -1.09 -1.33 1.07  0.85
C -2.09 -0.42 -0.10  -0.27
P -1.87 1.39 0.10  0.81
O -0.44 1.62 0.54  -0.27
C -3.02 1.95 1.28  -0.29
C -4.37 1.80 0.98  -0.09
C -5.35 2.05 1.90  -0.06
C -5.00 2.64 3.12  -0.02
C -3.62 2.85 3.38  -0.06
C -2.64 2.52 2.50  -0.06
C -2.21 2.15 -1.48  -0.28
C -1.67 3.40 -1.72  -0.05
C -1.93 4.06 -2.90  -0.05
C -2.70 3.50 -3.88  -0.08
C -3.08 2.22 -3.74  -0.07
C -2.88 1.50 -2.53  -0.05
C -1.55 -1.10 2.75  -0.32
C -2.85 -1.04 3.15  -0.09
C -3.15 -0.99 4.50  -0.04
C -2.08 -1.01 5.43  -0.03
C -0.77 -1.04 4.98  -0.05
C -0.49 -1.18 3.64  -0.07
C -1.16 -3.09 0.55  -0.24
C -1.35 -4.00 1.57  -0.07
C -1.32 -5.35 1.31  -0.06
C -0.98 -5.77 0.07  -0.07
C -0.70 -4.86 -0.94  -0.07
C -0.87 -3.50 -0.76  -0.08
H -3.15 -0.72 -0.09  0.10
H -1.71 -0.78 -1.04  0.05
H -4.68 1.47 0.01  0.11
H -6.45 1.97 1.66  0.14
H -5.73 2.80 3.92  0.12
H -3.40 3.43 4.27  0.12
H -1.66 2.80 2.74  0.10
H -1.07 3.81 -0.95  0.11
H -1.65 5.04 -3.04  0.10
H -2.98 3.98 -4.84  0.14
H -3.60 1.71 -4.56  0.12
H -3.20 0.48 -2.54  0.05
H -3.64 -0.86 2.44  0.11
H -4.21 -0.87 4.83  0.13
H -2.26 -0.90 6.49  0.11
H 0.08 -1.04 5.72  0.14
H 0.52 -1.20 3.32  0.08
H -1.50 -3.77 2.61  0.11
H -1.47 -6.08 2.10  0.13
H -0.97 -6.83 -0.24  0.13
H -0.35 -5.35 -1.86  0.12
H -0.69 -2.82 -1.58  0.08
C 1.16 1.21 -4.49  0.02
C 0.90 0.98 -3.06  -0.14
N 0.77 0.91 -1.91  0.20
H 2.04 0.60 -4.68  0.09
H 1.20 2.25 -4.64  0.09
H 0.22 0.78 -4.94  0.12
I -2.06 -3.48 -5.52  0.04
I -3.77 -2.67 -3.68  0.03
C 3.76 2.03 5.15  0.02
N 3.44 2.18 3.67  -0.02
C 4.01 3.17 2.92  -0.05
C 3.71 3.44 1.66  0.05
C 2.64 2.55 1.11  -0.36
O 2.17 2.49 -0.10  -0.04
N 2.18 1.47 1.86  0.11
C 2.56 1.22 3.15  -0.44
O 2.26 0.16 3.75  0.04
H 4.13 2.94 5.69  0.12
H 4.46 1.26 5.23  0.07
H 2.85 1.70 5.70  0.10
H 4.68 3.80 3.48  0.14
H 4.06 4.30 1.09  0.13
C 4.24 -0.03 -2.02  -0.37
Te 3.31 -0.91 -0.31  1.58
C 2.48 -2.22 -1.78  -0.37
C 3.39 -2.05 -2.99  -0.30
C 3.25 -2.99 -4.09  -0.03
C 3.95 -2.77 -5.23  -0.09
C 5.01 -1.85 -5.27  -0.04
C 5.24 -0.97 -4.17  0.00
C 4.35 -1.10 -3.08  -0.32
H 5.20 0.48 -1.76  0.09
H 3.50 0.72 -2.33  0.04
H 1.42 -1.97 -1.99  0.05
H 2.57 -3.27 -1.47  0.07
H 2.61 -3.88 -3.87  0.13
H 3.70 -3.40 -6.11  0.12
H 5.71 -1.89 -6.06  0.10
H 6.06 -0.21 -4.13  0.14